A.
C3H7N5 | the ωB97M-V functional and the def2-TZVPD basis

Geometry as XYZ:
```
15
C3H7N5 | OMol25 | the ωB97M-V functional and the def2-TZVPD basis
H 2.72 0.88 -0.47
H -1.51 -0.96 1.29
N 1.76 1.27 -0.73
C 0.76 0.32 -0.41
H 0.57 1.46 2.30
N -0.70 -0.99 0.72
H 1.60 2.24 -0.64
N 0.00 -0.42 -1.30
N 0.03 0.69 1.96
H -0.04 0.19 -2.12
C -1.05 -1.27 -0.68
H -2.27 -1.81 -2.31
N -2.00 -1.80 -1.35
H -0.16 0.14 2.95
C 0.28 0.06 0.78
```

Net charge: 0

=====

B.
C3H7N5 | the ωB97M-V functional and the def2-TZVPD basis

Geometry as XYZ:
```
15
C3H7N5 | OMol25 | the ωB97M-V functional and the def2-TZVPD basis
C -0.86 -0.19 0.01
H -1.31 -1.72 -1.16
N -0.26 2.34 0.32
N -1.16 -0.50 1.29
H 2.43 -0.81 1.20
C 1.02 -0.14 -0.12
H -0.77 3.18 0.05
C -0.69 1.24 0.08
H 0.75 -0.68 1.76
H -1.05 -0.32 -1.99
N 1.45 0.01 -1.29
H -2.02 -1.03 1.34
H 2.43 -0.21 -1.44
N 1.49 -0.46 1.09
N -1.45 -0.72 -1.15
```

Net charge: 0

=====

Stability summary - winner: A; margin: 1.460 eV.

=====

A.
C3H7N5 | the ωB97M-V functional and the def2-TZVPD basis

Geometry as XYZ:
```
15
C3H7N5 | OMol25 | the ωB97M-V functional and the def2-TZVPD basis
C -1.41 1.62 -0.16
C 2.64 -0.41 -0.01
N 0.58 0.45 -0.10
H -2.74 -2.10 0.57
N -0.76 0.35 -0.11
H 3.13 -0.80 0.84
N 1.22 -0.66 0.17
H -2.17 1.48 -0.96
N 0.67 -1.78 0.37
C -1.53 -0.68 0.06
H -1.95 1.80 0.78
H 2.60 0.62 -0.07
H -0.66 2.45 -0.41
N -2.54 -1.41 -0.02
H 2.93 -0.92 -0.94
```

Net charge: 0

=====

B.
C3H7N5 | the ωB97M-V functional and the def2-TZVPD basis

Geometry as XYZ:
```
15
C3H7N5 | OMol25 | the ωB97M-V functional and the def2-TZVPD basis
C 1.23 0.84 -0.21
N 0.41 -1.22 -0.29
C 2.23 -0.13 0.32
N 1.82 -1.35 -0.11
N 1.28 2.14 0.01
H -1.38 -1.23 0.49
H -1.65 0.15 -1.21
H -0.01 -2.00 -0.84
N 0.18 0.08 -0.88
N -1.21 0.63 -0.51
H 0.34 2.48 -0.22
C -1.85 -0.15 0.61
H -3.12 -0.26 0.35
H 3.20 -0.19 0.81
H -1.48 0.20 1.68
```

Net charge: 0

=====

Stability summary - winner: B; margin: 0.931 eV.

=====

A.
C3H7N3S | the ωB97M-V functional and the def2-TZVPD basis

Geometry as XYZ:
```
14
C3H7N3S | OMol25 | the ωB97M-V functional and the def2-TZVPD basis
C -1.01 -2.35 -0.36
N -0.12 -0.25 0.60
H -0.80 -3.48 0.25
H 2.41 3.50 1.16
H -0.95 -1.57 1.87
H -0.34 -1.99 -1.25
N 0.17 0.12 -0.66
H -2.19 -2.61 -0.70
C 0.69 1.28 -0.95
H 0.97 1.49 -1.95
H 0.28 1.41 0.86
S 1.18 3.69 0.34
C -0.85 -1.40 0.66
N 0.57 2.16 0.14
```

Net charge: 0

=====

B.
C3H7N3S | the ωB97M-V functional and the def2-TZVPD basis

Geometry as XYZ:
```
14
C3H7N3S | OMol25 | the ωB97M-V functional and the def2-TZVPD basis
H -1.54 -1.70 1.21
S 2.67 -0.29 -0.42
H -2.57 1.03 -1.69
H -1.51 1.37 -0.47
H 1.13 0.60 0.93
C 0.07 -0.97 -0.12
N -2.40 0.90 -0.68
C 1.03 -0.07 0.16
N 3.41 0.86 0.32
N -2.24 -0.46 -0.50
H 0.23 -1.52 -1.03
H 4.38 1.03 0.46
H -1.34 0.00 1.24
C -1.30 -0.79 0.60
```

Net charge: 0

=====

C.
C3H7N3S | the ωB97M-V functional and the def2-TZVPD basis

Geometry as XYZ:
```
14
C3H7N3S | OMol25 | the ωB97M-V functional and the def2-TZVPD basis
N -0.13 1.07 -0.23
N 2.08 1.07 0.02
H -0.10 2.11 -0.02
C -2.01 -0.36 0.79
H -2.94 -0.01 1.44
H 2.08 2.05 0.33
H -3.07 -0.25 -1.17
H -1.29 -0.82 -1.31
C 1.00 0.31 -0.01
S 1.22 -1.31 -0.03
H -1.23 -1.01 1.19
N -1.55 0.81 0.03
H 2.94 0.70 0.47
C -2.10 -0.36 -0.66
```

Net charge: 0

=====

Stability summary - winner: C; margin: 1.775 eV.

=====

A.
C3H7N3S | the ωB97M-V functional and the def2-TZVPD basis

Geometry as XYZ:
```
14
C3H7N3S | OMol25 | the ωB97M-V functional and the def2-TZVPD basis
H -1.55 -1.51 0.80
H -2.10 0.78 0.07
C -0.90 -0.60 0.92
H 0.30 -2.44 -0.38
C 0.14 -0.58 -0.16
H -0.39 -0.73 1.92
H 2.08 -0.10 -1.85
N 0.71 -1.59 -0.65
N -1.58 0.68 0.91
N 0.64 0.71 -0.57
S 2.71 2.25 -1.41
C 1.79 0.83 -1.30
H -2.13 0.75 1.76
H 0.29 1.56 -0.06
```

Net charge: 0

=====

B.
C3H7N3S | the ωB97M-V functional and the def2-TZVPD basis

Geometry as XYZ:
```
14
C3H7N3S | OMol25 | the ωB97M-V functional and the def2-TZVPD basis
C 0.29 -0.59 0.57
N 1.25 0.41 0.59
H 1.22 -2.06 1.76
S 0.63 1.28 -2.45
H 1.45 1.08 -0.38
H -0.43 -2.13 2.05
C -0.84 -0.40 -0.23
H -1.55 -1.17 -0.15
N -0.76 1.87 -1.63
C -1.28 1.00 -0.78
H -2.31 1.34 -0.34
H 0.22 -0.05 -2.26
N 0.38 -1.37 1.77
H 1.74 0.80 1.49
```

Net charge: 0

=====

Stability summary - winner: A; margin: 2.626 eV.